Here is a cluster of 2 separate species, C3H6ClFNO3P in total in a non-equilibrium geometry from the OMol25 dataset. Energies are from ωB97M-V/def2-TZVPD.

Each line ends with the Mulliken charge.
CARTESIAN COORDINATES (ANGSTROEM)
C (-0.949, 0.045, 0.060)  0.8262
C (-2.175, 1.216, 1.520)  -0.6597
C (2.238, -0.138, -0.411)  -0.4272
N (-0.517, -0.489, -1.041)  -0.7417
O (-0.136, -0.303, 1.054)  -0.4396
O (0.982, -2.569, 0.020)  -0.6551
O (-1.961, 0.754, 0.251)  -0.2966
F (1.007, -1.212, -3.089)  -0.4484
P (0.798, -1.149, -0.221)  0.8411
Cl (2.088, 1.667, -0.169)  -0.1588
H (-2.454, 0.425, 2.307)  0.2886
H (-3.226, 1.794, 1.584)  0.2385
H (-1.338, 1.789, 2.048)  0.2929
H (3.012, -0.698, 0.075)  0.3898
H (2.373, -0.191, -1.480)  0.3672
H (0.258, -0.941, -2.507)  0.5827

Computed properties:
HOMO-LUMO gap: 0.417 Ha
energy above the lowest of the compared OMol25 structures with the same formula, charge and spin: 44.29 kcal per mole